# 1
Formula: C18H41BF4N6O11P4Ti
Source: the Open Molecules 2025 dataset
Level of theory: ωB97M-V with the def2-TZVPD basis set

Largest force on an atom in hartree/bohr: 0.093
HOMO energy (alpha / beta) in eV: -10.246 / -11.944
⟨S²⟩: 0.752
Orbital gap (alpha / beta) in eV: 7.40 / 9.05
Lowest unoccupied orbital energy (alpha / beta) in Ha: -0.1046 / -0.1063

ORCA input file:
```
! RIJCOSX wB97M-V def2-TZVPD def2/J DEFGRID3
* xyz 1 2
Ti -0.97 0.42 1.11
C -0.24 5.43 0.60
C -0.91 4.08 0.80
O -2.19 4.21 1.38
P 0.01 3.02 1.97
O 0.37 3.89 3.24
O 1.44 2.67 1.45
O -0.81 1.83 2.43
P -0.87 3.08 -0.77
O -2.39 3.23 -1.31
O 0.13 3.57 -1.73
O -0.74 1.63 -0.32
H -0.20 5.99 1.53
H -0.79 6.00 -0.14
H 0.78 5.27 0.24
H -2.86 3.79 0.83
H -0.41 4.33 3.58
H 1.56 1.94 0.81
H -2.47 3.91 -1.98
C 2.09 0.32 4.02
C 1.23 -0.45 3.07
O 0.86 0.07 2.01
N 0.92 -1.71 3.36
C 0.07 -2.48 2.45
C -1.38 -2.09 2.67
C -2.28 -3.01 3.17
C -3.53 -2.61 3.63
C -3.77 -1.23 3.66
C -2.85 -0.37 3.12
N -1.70 -0.76 2.52
H 2.93 0.75 3.48
H 2.45 -0.28 4.85
H 1.50 1.16 4.40
H 1.13 -2.10 4.27
H 0.22 -3.54 2.65
H 0.39 -2.23 1.44
H -1.99 -4.05 3.24
H -4.24 -3.32 4.01
H -4.68 -0.85 4.11
H -3.01 0.71 3.18
C 3.25 -0.01 -3.90
N 3.06 0.54 -2.58
C 4.03 1.56 -2.24
P 2.43 -0.29 -1.29
O 1.96 0.59 -0.22
O 1.21 -1.15 -1.98
P -0.35 -1.13 -1.57
O -0.43 -0.93 -0.08
N -0.84 -2.68 -1.82
C -1.56 -3.44 -0.83
C -0.97 -3.18 -3.17
N -0.98 -0.22 -2.78
C -2.43 -0.16 -2.93
C -0.31 0.91 -3.40
N 3.48 -1.48 -0.75
C 3.93 -2.49 -1.69
C 3.22 -2.03 0.57
H 4.30 -0.32 -4.07
H 3.01 0.75 -4.64
H 2.60 -0.87 -4.05
H 5.05 1.16 -2.21
H 3.78 1.97 -1.27
H 3.99 2.36 -2.98
H -1.52 -2.92 0.13
H -1.11 -4.43 -0.72
H -2.61 -3.57 -1.11
H -0.36 -2.57 -3.84
H -2.01 -3.17 -3.51
H -0.61 -4.22 -3.21
H -2.88 -1.03 -2.46
H -2.67 -0.18 -4.00
H -2.84 0.74 -2.49
H 0.72 0.97 -3.06
H -0.79 1.85 -3.15
H -0.33 0.79 -4.48
H 4.38 -2.01 -2.56
H 3.11 -3.13 -2.04
H 4.68 -3.11 -1.21
H 2.76 -1.26 1.19
H 4.17 -2.33 1.02
H 2.56 -2.90 0.51
F -4.81 0.17 1.20
B -3.86 0.56 0.34
F -4.34 1.06 -0.81
F -2.98 1.51 0.98
F -2.94 -0.52 0.08
*
```

# 2
Formula: C18H41BiN2P3S2
Source: the Open Molecules 2025 dataset
Level of theory: ωB97M-V with the def2-TZVPD basis set

Largest force on an atom in hartree/bohr: 0.094
HOMO energy (alpha / beta) in eV: -13.901 / -13.901
Orbital gap (alpha / beta) in eV: 3.05 / 3.05
Lowest unoccupied orbital energy (alpha / beta) in Ha: -0.3989 / -0.3989

ORCA input file:
```
! RIJCOSX wB97M-V def2-TZVPD def2/J DEFGRID3
* xyz 3 1
Bi -0.07 0.04 0.00
P 1.19 -0.94 2.22
P 1.65 -0.71 -2.13
P -1.53 -2.29 -0.42
H -1.92 2.22 -0.83
C -2.24 1.27 -0.36
C -2.05 1.10 1.04
H -1.59 1.90 1.63
C 2.11 0.17 3.29
C 2.34 -2.31 1.87
C -0.11 -1.61 3.32
C 0.91 -0.16 -3.70
C 3.30 0.05 -2.06
C 1.97 -2.49 -2.25
C -3.08 -2.26 0.53
C -0.71 -3.88 0.03
C -1.98 -2.41 -2.16
H -3.05 0.73 -0.86
H -2.72 0.41 1.59
H 1.56 1.10 3.47
H 3.09 0.44 2.87
H 2.27 -0.37 4.23
H 3.15 -1.93 1.22
H 1.84 -3.12 1.33
H 2.78 -2.71 2.79
H -0.82 -0.80 3.57
H 0.34 -1.99 4.25
H -0.66 -2.42 2.82
H 1.58 -0.42 -4.53
H 0.78 0.94 -3.66
H -0.07 -0.64 -3.82
H 3.89 -0.29 -2.92
H 3.79 -0.28 -1.13
H 3.21 1.15 -2.05
H 2.68 -2.66 -3.06
H 1.04 -3.03 -2.45
H 2.40 -2.85 -1.30
H -3.68 -3.15 0.30
H -3.66 -1.36 0.26
H -2.86 -2.23 1.60
H -1.34 -4.73 -0.25
H -0.55 -3.90 1.13
H 0.26 -3.96 -0.48
H -2.69 -3.23 -2.33
H -1.09 -2.58 -2.78
H -2.46 -1.48 -2.48
C -6.95 -1.54 -2.57
C -7.44 -1.41 -3.88
C -8.56 -0.63 -4.14
C -9.21 0.03 -3.09
C -8.75 -0.11 -1.78
C -7.63 -0.90 -1.51
S -5.53 -2.48 -2.19
H -5.20 -2.85 -3.47
H -6.92 -1.93 -4.69
H -8.92 -0.53 -5.16
H -10.09 0.65 -3.29
H -9.25 0.39 -0.95
H -7.25 -1.03 -0.50
N 4.14 1.96 1.06
C 2.94 2.59 1.03
N 2.72 3.44 2.06
S 1.76 2.34 -0.19
H 4.93 2.51 1.41
H 4.33 1.25 0.34
H 1.89 4.00 2.00
H 3.55 3.92 2.41
*
```

# 3
Formula: C18H41EuN2P3S2
Source: the Open Molecules 2025 dataset
Level of theory: ωB97M-V with the def2-TZVPD basis set

Largest force on an atom in hartree/bohr: 0.051
HOMO energy (alpha / beta) in eV: -15.148 / -15.148
⟨S²⟩: 12.215
Orbital gap (alpha / beta) in eV: 2.51 / 5.86
Lowest unoccupied orbital energy (alpha / beta) in Ha: -0.4643 / -0.3415

ORCA input file:
```
! RIJCOSX wB97M-V def2-TZVPD def2/J DEFGRID3
* xyz 3 7
Eu 0.25 -0.12 0.88
P -1.63 2.13 1.35
P -2.15 -1.45 2.32
P 2.02 1.75 -0.29
H -0.78 -2.93 -1.03
C 0.28 -2.66 -1.14
C 1.23 -3.13 -0.30
H 0.99 -3.81 0.53
C -2.77 2.29 -0.08
C -2.82 2.31 2.73
C -0.85 3.79 1.37
C -1.78 -3.24 2.36
C -2.83 -1.27 4.02
C -3.74 -1.49 1.39
C 3.35 0.61 -0.91
C 3.07 3.16 0.20
C 1.16 2.51 -1.73
H 0.55 -2.04 -2.00
H 2.29 -2.89 -0.43
H -3.39 3.19 0.02
H -3.40 1.39 -0.13
H -2.17 2.36 -1.00
H -3.34 3.27 2.65
H -2.27 2.26 3.68
H -3.55 1.49 2.69
H -1.62 4.57 1.44
H -0.25 3.94 0.46
H -0.19 3.84 2.24
H -2.73 -3.79 2.42
H -1.18 -3.48 3.24
H -1.24 -3.56 1.46
H -3.74 -1.89 4.10
H -3.08 -0.22 4.22
H -2.09 -1.62 4.76
H -4.43 -2.20 1.87
H -3.56 -1.82 0.35
H -4.20 -0.50 1.37
H 3.90 1.08 -1.74
H 2.94 -0.36 -1.23
H 4.05 0.42 -0.07
H 3.64 3.54 -0.65
H 3.76 2.82 0.99
H 2.43 3.94 0.62
H 1.88 3.01 -2.40
H 0.46 3.28 -1.35
H 0.59 1.77 -2.31
C 1.98 -1.11 -5.20
C 1.44 -0.52 -6.35
C 1.43 -1.21 -7.56
C 2.01 -2.48 -7.63
C 2.71 -3.00 -6.53
C 2.72 -2.30 -5.32
S 1.71 -0.30 -3.66
H 0.46 -0.79 -3.29
H 1.02 0.48 -6.26
H 0.98 -0.75 -8.43
H 1.94 -3.05 -8.55
H 3.24 -3.94 -6.63
H 3.29 -2.65 -4.46
N 0.38 -1.01 5.45
C 0.43 0.26 4.96
N -0.28 1.19 5.65
S 1.26 0.65 3.52
H 0.09 -1.21 6.40
H 1.03 -1.68 5.03
H -0.17 2.16 5.39
H -0.74 1.00 6.54
*
```

Question: The lowest largest force on an atom belongs to which entry?
Answer: C18H41EuN2P3S2